{
  "formula": "C5H6N",
  "method": "ωB97M-V/def2-TZVPD",
  "lumo_ev": -5.72,
  "de_lowest_kj_mol": 484.4,
  "charge": 1,
  "smiles": "C=CC1=C2C[N@H+]12",
  "elements": ["C", "C", "C", "C", "C", "N", "H", "H", "H", "H", "H", "H"],
  "positions_angstrom": [[-2.429, 0.417, 0.003], [-1.364, -0.398, -0.062], [-0.015, 0.015, -0.013], [0.928, 0.923, 0.255], [2.156, 0.297, -0.232], [1.208, -0.737, 0.141], [-3.426, 0.023, -0.078], [-2.335, 1.480, 0.160], [-1.491, -1.465, -0.197], [2.327, 0.355, -1.304], [3.065, 0.398, 0.358], [1.375, -1.307, 0.970]]
}